This record from the Open Molecules 2025 dataset describes a 2-piece molecular cluster, C14H22Cl5IO2 overall at a distorted geometry. The level of theory is wB97M-V/def2-TZVPD.

XYZ file:
```
44
Properties=species:S:1:pos:R:3:forces:R:3:mulliken_charge:R:1
C -1.0599 -5.1169 -2.0471 -0.1 0.4 -0.2 -1.17
C -1.3641 -3.8267 -1.2677 0.3 -0.4 0.0 -0.33
C -0.1356 -3.2536 -0.5804 -0.3 0.2 0.5 -0.93
C -0.4533 -1.9193 0.0867 0.6 -0.2 0.5 -0.73
C 0.7741 -1.2769 0.7611 -0.5 0.4 -0.4 -0.95
C 0.7658 0.2632 0.7632 0.1 -0.2 0.2 -0.91
C 0.1396 0.8870 1.9965 -0.5 -0.3 -0.3 -0.17
C -1.2101 0.4027 2.5227 -0.2 0.1 -0.1 0.10
Cl -2.5468 0.4326 1.3097 0.1 0.0 -0.1 -0.20
O -1.5215 1.3195 3.5451 0.3 0.4 0.5 -0.39
C -0.7403 2.4612 3.4013 0.3 1.2 1.5 0.34
O -0.5735 3.2536 4.3107 -0.5 -1.7 -2.0 -0.56
C -0.1526 2.3842 1.9966 0.2 0.6 0.9 0.41
C 0.9762 3.3480 1.6542 -0.2 -0.5 -0.2 -1.09
C 0.5345 4.4871 0.7490 0.3 0.4 0.1 -0.40
C 1.6509 5.0055 -0.1451 -0.2 0.1 0.2 -1.42
I -0.2095 6.1222 1.9570 -0.1 -0.1 -0.1 0.08
H -1.7112 -5.9337 -1.7577 -0.1 -0.2 0.1 0.33
H -0.0300 -5.4268 -1.9028 0.2 -0.1 0.1 0.36
H -1.1970 -4.9591 -3.1128 0.0 0.0 -0.2 0.23
H -1.7663 -3.0572 -1.9210 -0.2 0.1 -0.2 0.30
H -2.1256 -4.0374 -0.5216 -0.1 0.1 0.2 0.34
H 0.7069 -3.1916 -1.2649 0.1 0.2 -0.2 0.45
H 0.1844 -3.9166 0.2252 0.1 -0.3 0.0 0.33
H -1.1903 -2.1508 0.8521 -0.3 0.2 0.0 0.30
H -0.9036 -1.1968 -0.5856 -0.2 -0.1 -0.3 0.49
H 0.8404 -1.6231 1.7891 0.3 -0.2 0.2 0.44
H 1.6664 -1.5855 0.2243 0.2 -0.2 0.0 0.48
H 1.8081 0.5779 0.7764 0.1 0.2 -0.1 0.41
H 0.3461 0.6720 -0.1537 -0.3 0.0 -0.1 0.42
H 0.8025 0.6703 2.8375 0.2 0.0 0.1 0.16
H -1.2384 -0.5997 2.9250 0.1 -0.1 0.1 0.46
H -1.0218 2.5862 1.3726 0.0 -0.1 -0.4 0.34
H 1.4499 3.7111 2.5598 0.1 0.1 0.1 0.55
H 1.7270 2.7883 1.0963 0.2 -0.1 -0.1 0.33
H -0.3087 4.1996 0.1336 -0.2 -0.1 0.0 0.45
H 1.3754 5.9579 -0.5814 0.0 0.2 -0.1 0.46
H 2.5551 5.1344 0.4406 0.2 0.1 0.0 0.36
H 1.8349 4.3122 -0.9624 0.1 -0.2 0.0 0.37
Cl 1.5049 -2.8081 -4.9677 0.0 0.0 0.0 -0.10
C 0.2632 -1.5827 -4.6967 0.0 0.0 0.0 0.29
Cl -1.3346 -2.3099 -4.8705 0.0 0.0 0.0 -0.10
Cl 0.4456 -0.9197 -3.0671 0.0 0.0 -0.1 -0.01
Cl 0.4426 -0.2844 -5.8802 0.0 0.0 0.0 -0.10
```
Positions in Å, forces in eV/Å.

net charge = 0
total energy = -3295.786236 hartree
SMILES = CCCCCC[C@@H]1[C@H](Cl)OC(=O)[C@H]1C[C@H](C)I.ClC(Cl)(Cl)Cl
LUMO = 0.00359 Ha


This record from the Open Molecules 2025 dataset describes C28H27FN3O6PRuS5Te as an isolated structure. The level of theory is wB97M-V/def2-TZVPD.

XYZ file:
```
73
Properties=species:S:1:pos:R:3:forces:R:3:mulliken_charge:R:1
Ru 0.8545 0.2165 0.0679 0.0 -0.1 0.1 1.66
S -3.7053 3.9966 3.9412 0.0 0.0 0.0 -0.26
C -2.7235 2.8291 3.3168 0.1 -0.1 0.0 0.03
S -1.1037 2.5574 3.8360 0.0 0.1 0.0 -0.12
C -0.6873 1.2479 2.7542 -0.2 0.1 0.1 0.16
C -1.7019 0.8684 1.8757 -0.1 0.0 0.0 0.03
S -1.5905 -0.3409 0.7019 0.1 0.0 0.0 -0.50
S -3.1982 1.7578 2.0558 0.0 0.0 -0.1 -0.06
S 0.8518 0.5926 2.8004 0.2 -0.2 -0.1 -0.35
C 3.3338 -4.9870 -5.4244 0.0 0.0 0.0 -1.37
C 1.9672 -4.3453 -5.6328 0.0 0.1 0.0 -0.24
C 0.9115 -5.3144 -6.1438 0.0 -0.1 0.0 -1.08
C 0.5930 -6.3715 -5.0951 0.0 0.0 0.0 -1.19
C 0.2317 -5.7160 -3.7878 0.0 0.0 0.0 1.15
C -0.5680 -6.3563 -2.8695 0.0 0.0 0.1 -0.76
C -0.8982 -5.7302 -1.6717 0.0 0.0 0.0 0.06
F -1.6867 -6.4018 -0.8032 0.0 0.0 0.0 -0.38
C -0.4619 -4.4744 -1.3662 0.0 0.1 0.0 -1.18
C 0.3523 -3.8028 -2.2859 0.0 0.1 0.0 0.15
C 0.8136 -2.4318 -1.9533 -0.2 -0.1 0.1 1.63
O 0.3947 -1.9226 -0.9088 0.2 0.0 -0.1 -0.33
C 1.6975 -1.8259 -2.9118 0.0 -0.1 -0.1 -0.35
C 1.9628 -2.5009 -4.0608 0.0 0.0 0.0 -0.45
N 1.4975 -3.7241 -4.3882 0.0 0.0 0.0 0.16
C 0.6998 -4.4193 -3.4891 0.0 -0.1 -0.1 -0.27
C 2.4228 -0.5017 -2.7516 0.0 0.2 0.2 -0.02
O 3.0685 -0.0888 -3.7194 0.0 -0.1 -0.1 -0.85
O 2.3704 0.0417 -1.6074 -0.1 0.1 -0.1 -0.43
H 3.6899 -5.4232 -6.3592 0.0 0.0 0.0 0.39
H 3.2937 -5.7689 -4.6656 0.0 0.0 0.0 0.35
H 4.0570 -4.2413 -5.0952 0.0 0.0 0.0 0.39
H 2.0695 -3.5322 -6.3543 0.0 0.0 0.0 0.49
H 1.2697 -5.7758 -7.0659 0.0 0.0 0.0 0.44
H 0.0047 -4.7539 -6.3821 0.0 0.0 0.0 0.37
H 1.4547 -7.0313 -4.9570 0.0 0.0 0.0 0.35
H -0.2303 -7.0044 -5.4289 0.0 0.0 0.0 0.45
H -0.9502 -7.3486 -3.0740 0.0 0.0 0.0 0.51
H -0.7303 -3.9727 -0.4462 0.0 0.0 0.0 0.63
H 2.6064 -2.0206 -4.7887 0.0 0.0 0.0 0.59
C 2.3604 3.1953 -3.8504 0.0 0.0 0.0 -0.67
C 1.5920 4.2175 -3.0449 0.1 -0.1 -0.1 -0.30
O 0.2948 3.7236 -2.6879 0.0 0.2 0.2 -0.39
P -0.0227 2.8771 -1.3601 -0.2 -0.4 -0.1 0.75
O -0.3750 1.4525 -1.6538 0.2 0.2 0.0 -0.75
Te 1.6868 2.9790 0.3141 0.0 0.2 -0.1 -0.44
O -1.3655 3.6062 -0.8702 0.1 0.0 0.1 -0.25
C -1.3239 4.9858 -0.4952 -0.1 0.0 0.0 -0.17
C -2.6478 5.3356 0.1448 0.0 0.0 0.0 -0.96
H 3.3240 3.6139 -4.1517 0.0 0.0 0.0 0.38
H 1.8061 2.9209 -4.7484 0.0 0.0 0.0 0.26
H 2.5443 2.2884 -3.2741 0.0 0.0 0.0 -0.07
H 1.4098 5.1291 -3.6189 0.0 0.0 0.0 0.28
H 2.1433 4.4819 -2.1388 0.0 0.0 0.0 0.24
H -1.1427 5.5900 -1.3892 0.0 0.0 0.0 0.22
H -0.4974 5.1469 0.2043 0.0 0.0 0.0 0.30
H -3.4688 5.1491 -0.5475 0.0 0.0 0.0 0.28
H -2.6543 6.3907 0.4229 0.0 0.0 0.0 0.40
H -2.8130 4.7414 1.0435 0.0 0.0 0.0 0.00
N 4.7742 -1.7669 1.1740 0.0 0.0 0.0 -0.06
C 3.9136 -0.8457 0.6523 0.0 0.0 -0.1 -1.06
N 2.6697 -1.1303 0.8932 0.1 0.0 0.1 0.73
C 2.6858 -2.3110 1.6195 -0.2 0.1 -0.1 0.01
C 1.6213 -3.0584 2.1151 0.0 0.0 0.0 -0.25
C 1.9258 -4.2236 2.7892 0.1 0.0 0.0 -0.79
C 3.2568 -4.6391 2.9708 0.0 0.0 0.0 -0.42
C 4.3200 -3.9026 2.4824 0.0 0.0 0.0 -1.07
C 4.0040 -2.7313 1.8016 0.1 0.0 0.0 0.76
H 5.7742 -1.7480 1.0941 0.0 0.0 0.0 0.21
H 4.2310 0.0060 0.0712 0.0 0.0 0.0 0.54
H 0.6056 -2.7107 1.9668 0.0 0.0 0.0 0.31
H 1.1263 -4.8323 3.1898 0.0 0.0 0.0 0.41
H 3.4549 -5.5573 3.5083 0.0 0.0 0.0 0.38
H 5.3426 -4.2253 2.6265 0.0 0.0 0.0 0.40
```
Positions in Å, forces in eV/Å.

net charge = -1
expectation value of S² = 8.778
total energy = -4494.220034 hartree
spin multiplicity = 6
energy relative to the best compared isomer or geometry (same formula, charge and spin) = 0.0 kcal/mol
LUMO (alpha / beta) = 0.07350 / 0.04934 Ha


This record from the Open Molecules 2025 dataset describes C12H36B3O6S3V as an isolated structure at a distorted geometry. The level of theory is wB97M-V/def2-TZVPD.

XYZ file:
```
61
Properties=species:S:1:pos:R:3:forces:R:3:mulliken_charge:R:1
V 26.9900 -15.7165 -4.0908 -2.0 0.6 0.4 0.58
B 28.4620 -17.2066 -4.6225 0.4 -2.4 -2.6 0.93
H 29.2367 -17.9406 -4.7817 2.4 -2.4 -0.4 -0.06
H 28.4802 -16.3869 -5.3239 0.6 3.4 -2.5 0.06
H 27.4411 -17.5505 -4.5618 -3.4 -2.2 0.5 -0.65
H 28.6582 -16.7489 -3.6652 1.3 2.2 4.7 -0.29
B 26.3316 -14.9332 -6.0161 -0.9 1.9 -1.2 1.49
H 26.4692 -15.9951 -5.8835 0.9 -5.1 0.7 -0.19
H 25.4203 -14.7852 -5.4577 -3.7 0.4 1.8 -0.68
H 27.1585 -14.4681 -5.5021 3.6 1.9 1.7 0.19
H 26.2572 -14.6685 -7.0594 0.1 1.0 -3.3 -0.08
B 28.2686 -14.1145 -3.3098 2.4 0.3 0.2 1.18
H 28.7254 -14.7051 -4.0887 1.5 -1.9 -3.1 0.08
H 28.9151 -13.3035 -3.0124 2.4 2.5 0.8 -0.03
H 27.3540 -13.6327 -3.6190 -4.1 1.9 -1.2 -0.82
H 27.9674 -14.7193 -2.4686 -1.8 -2.4 3.4 -0.60
C 24.5844 -18.9951 -6.9081 0.2 1.0 1.1 -0.36
C 23.0882 -18.8516 -6.6129 -0.8 -2.0 1.6 -0.88
C 22.9034 -18.0584 -5.2575 1.4 1.1 -1.6 -0.37
S 24.4344 -18.3618 -4.2864 0.7 -1.1 0.2 1.01
O 24.1590 -19.1584 -3.0686 0.6 1.9 -2.1 -0.77
O 25.1464 -17.0498 -4.2183 -1.1 -1.5 0.0 -0.46
C 25.3110 -19.4234 -5.5769 -1.3 0.5 -0.2 -0.74
H 24.8857 -17.9732 -7.1385 0.5 0.2 0.1 0.10
H 24.8628 -19.5216 -7.8210 -0.3 -0.6 0.4 0.45
H 22.6471 -19.8115 -6.3444 0.2 -0.5 -0.4 0.32
H 22.4931 -18.5555 -7.4768 0.1 0.8 0.3 0.50
H 22.0093 -18.1446 -4.6400 0.2 -0.5 -0.2 0.50
H 23.0507 -17.0334 -5.5980 -0.2 0.4 0.6 -0.04
H 25.0775 -20.4279 -5.2240 -0.2 -0.1 -0.3 0.47
H 26.3966 -19.3258 -5.5834 -0.2 0.5 0.2 0.33
C 23.6163 -12.4796 -4.8249 1.7 -0.3 1.2 -0.66
C 22.6188 -13.6634 -4.4499 0.3 0.4 -0.7 -0.27
C 22.7386 -14.1872 -2.9890 1.2 1.8 -1.4 -0.74
S 24.5078 -13.7682 -2.4933 -1.9 1.3 0.1 0.86
O 25.3988 -14.8143 -2.9951 -0.3 0.4 0.5 -0.70
O 24.4578 -13.4514 -1.0602 0.8 -0.5 -2.0 -0.75
C 24.7283 -12.2616 -3.6728 -1.6 -0.6 0.3 -0.70
H 23.1919 -11.4964 -5.0282 -0.6 -0.2 0.4 0.40
H 24.1659 -12.6879 -5.7429 -0.1 -0.5 0.0 0.31
H 22.7577 -14.4560 -5.1851 0.4 -0.2 0.2 -0.10
H 21.6002 -13.3447 -4.6712 -0.1 0.2 0.4 0.49
H 22.4450 -15.2340 -2.9095 0.4 0.2 0.4 0.34
H 22.1720 -13.4892 -2.3728 0.0 -0.5 0.4 0.46
H 25.7710 -12.1334 -3.9634 -0.1 -0.8 -0.3 0.27
H 24.5358 -11.3345 -3.1328 -0.4 -0.3 0.5 0.54
C 28.8549 -16.4889 0.7318 -0.5 -1.2 -0.1 -0.69
C 27.6452 -15.5620 0.7455 0.7 0.8 0.3 -0.59
C 26.4151 -16.3125 0.3483 -0.5 -0.4 -0.8 -0.56
S 27.0052 -17.5325 -0.9935 1.8 2.1 2.5 0.86
O 26.8180 -16.8094 -2.2722 -0.2 -1.4 0.7 -0.37
O 26.7000 -18.8935 -0.6359 -0.9 0.5 -1.3 -0.70
C 28.7870 -17.3368 -0.5632 -0.2 0.5 -0.5 -0.65
H 28.7062 -17.2146 1.5315 0.4 0.2 0.4 0.27
H 29.8276 -16.0021 0.8024 -0.2 0.0 0.2 0.40
H 27.8305 -14.6697 0.1475 -0.1 -0.2 -0.7 0.22
H 27.3920 -15.0886 1.6941 0.5 -0.4 0.5 0.49
H 25.6944 -15.5468 0.0613 -0.3 -0.6 -0.8 0.16
H 25.9624 -16.8979 1.1486 0.3 -0.3 -0.1 0.50
H 29.2916 -16.8241 -1.3821 -0.2 0.0 -0.1 0.19
H 29.1688 -18.3568 -0.5189 0.0 0.1 0.3 0.52
```
Positions in Å, forces in eV/Å.

net charge = +1
expectation value of S² = 3.760
total energy = -3142.648614 hartree
spin multiplicity = 4
LUMO (alpha / beta) = -0.14831 / -0.32878 Ha